{"formula": "C4H13NO3", "method": "ωB97M-V with the def2-TZVPD basis set", "elements": ["C", "C", "C", "N", "C", "O", "H", "H", "H", "H", "H", "H", "H", "H", "H", "O", "H", "H", "O", "H", "H"], "coordinates": [[2.13214, 1.96730, -0.17813], [2.03504, 0.62259, -0.87615], [0.55940, 0.15401, -1.07094], [0.44106, -0.90233, -2.06154], [-0.75117, -1.60024, -2.10888], [-1.61449, -1.37683, -1.29001], [3.16585, 2.31940, -0.33305], [1.93792, 1.91704, 0.89563], [1.51090, 2.74178, -0.61785], [2.40845, -0.21155, -0.26794], [2.60766, 0.57712, -1.82874], [0.00720, 1.05814, -1.41951], [0.19237, -0.08359, -0.06914], [1.15414, -0.95343, -2.76795], [-0.77169, -2.29490, -2.94237], [-2.09840, -1.47595, 2.10719], [-2.43610, -2.36815, 2.18214], [-1.72242, -1.24134, 1.25567], [-3.23722, 0.44395, 3.96694], [-2.39713, 0.87927, 4.19746], [-3.12351, -0.17230, 3.22718]], "forces_ev_per_a": [[1.1938, 0.0484, -0.2217], [-0.9406, -1.5621, -0.2576], [0.8532, 2.1356, -0.6084], [-0.9758, -0.3251, 0.9714], [1.7536, 1.4810, 0.2960], [-0.4912, -0.6226, -0.1245], [-0.2954, 0.0195, 0.4178], [-0.0529, -0.0521, -0.1519], [-0.3313, -0.1001, -0.1227], [0.6948, 0.4764, 0.0674], [-0.4560, 0.3172, 0.4335], [-0.0798, -0.6450, 0.2323], [-0.2531, -0.4431, -0.4410], [-0.1571, -0.2436, -0.1353], [-0.4255, -0.4803, -0.1914], [0.0216, 0.8149, 0.9275], [0.2005, -0.1301, -0.7201], [-0.3099, -0.7179, -0.4134], [-0.1418, 0.4477, 0.4194], [-0.4911, -0.6689, -0.5663], [0.6839, 0.2501, 0.1889]], "lowdin_charge": [-0.115, -0.256, -0.219, 0.019, -0.338, 0.015, 0.075, 0.077, 0.069, 0.107, 0.108, 0.128, 0.114, 0.124, 0.124, -0.043, 0.052, 0.021, -0.089, 0.037, -0.010], "e_above_lowest_kcal_mol": 23.1, "smiles": "CCCNC=O.O.O"}

{"formula": "C4H13NO3", "method": "ωB97M-V with the def2-TZVPD basis set", "elements": ["C", "N", "C", "C", "C", "H", "H", "H", "H", "H", "H", "H", "O", "H", "H", "O", "H", "H", "O", "H", "H"], "coordinates": [[-0.54278, -1.92483, -2.33835], [-1.23817, -1.61319, -1.37970], [-1.07176, -0.40818, -0.65625], [-1.12879, -0.68651, 0.67479], [-1.38556, 0.88425, -1.31953], [-0.69207, -2.83601, -2.83693], [0.36553, -1.34570, -2.55041], [-0.93600, -1.70167, 0.99116], [-1.23046, 0.02540, 1.46417], [-0.66448, 0.94726, -2.23100], [-1.28593, 1.69050, -0.61547], [-2.37299, 0.94068, -1.79941], [1.79791, 1.99959, 1.34201], [2.80506, 2.09134, 1.49067], [1.71076, 1.71556, 0.46509], [2.52776, -1.60024, 0.40958], [1.94479, -1.74362, 1.15080], [3.18661, -2.29811, 0.47728], [-0.91850, 2.07100, 2.22623], [-0.03194, 2.38921, 2.13726], [-0.83898, 1.40326, 2.89801]], "forces_ev_per_a": [[2.6991, 0.7584, -0.6563], [-1.8402, 0.4345, 0.5618], [-2.0539, -1.5554, 2.6555], [1.0156, 0.7233, -0.8453], [1.3757, -0.3073, -2.1899], [-0.3239, -1.1609, -0.8388], [-0.0256, -0.0335, -0.5776], [-0.3887, -0.2243, -0.1367], [0.1624, 0.5433, -0.1315], [-0.9330, 0.4504, 1.5508], [0.2349, 0.4495, 0.0716], [0.0736, -0.3790, 0.4058], [2.8317, 1.0253, 2.4909], [-2.5740, -0.2483, -0.3989], [-0.2291, -0.8129, -2.0599], [0.3688, 0.0325, -0.3407], [-0.3811, 0.0220, 0.3033], [0.0022, 0.0145, -0.0257], [-1.0286, 0.2980, -0.0275], [1.0753, 0.3464, -0.2944], [-0.0613, -0.3764, 0.4836]], "lowdin_charge": [-0.049, 0.000, -0.412, 0.054, -0.050, 0.054, 0.087, 0.057, 0.017, 0.103, 0.061, 0.084, -0.060, 0.106, 0.003, -0.061, 0.019, 0.033, -0.056, -0.013, 0.026], "e_above_lowest_kcal_mol": 73.4, "smiles": "C=NC(=C)C.O.O.O"}

{"formula": "C4H13NO3", "method": "ωB97M-V with the def2-TZVPD basis set", "elements": ["C", "N", "C", "C", "O", "C", "O", "H", "H", "H", "H", "H", "H", "H", "H", "H", "H", "H", "O", "H", "H"], "coordinates": [[-1.15258, 1.18014, 0.48941], [-0.50177, 0.58389, -0.54391], [0.94471, 0.34689, -0.55540], [1.41583, -0.73787, -1.60202], [2.54787, -1.50300, -1.14025], [1.60337, 1.61345, -1.02871], [2.97997, 1.58375, -0.93583], [-0.87748, 0.75398, 1.50854], [-2.27044, 0.87023, 0.48736], [-1.15813, 2.33980, 0.29506], [-1.00838, -0.31711, -0.89598], [1.30417, 0.13027, 0.51759], [1.68689, -0.38801, -2.51898], [0.61601, -1.56751, -1.67617], [2.57061, -1.89665, -0.22364], [1.21093, 2.55032, -0.25085], [1.40511, 1.94297, -2.10463], [3.41772, 0.82842, -1.52061], [-5.18129, -2.58176, 4.10021], [-4.69763, -2.27313, 3.30509], [-4.85549, -3.45907, 4.29372]], "forces_ev_per_a": [[-3.2106, 1.8388, 2.4572], [0.2450, -5.1002, -4.5928], [-0.0286, 0.2460, -0.0948], [-2.3727, -3.9269, 5.3156], [1.2596, -0.0568, 0.5119], [-0.9578, 3.7512, 0.9827], [2.9835, -2.0594, -0.9766], [0.3048, 1.2940, -0.6081], [1.6290, 0.6941, -0.3965], [0.1519, -1.9570, 1.4103], [1.3242, 2.2555, 0.9650], [-0.1184, -0.0527, -1.4925], [0.5567, 1.1931, -2.4584], [0.4814, 1.6317, -0.4296], [-0.9005, 1.1353, -1.5049], [1.2029, -2.4410, -2.3360], [-0.8469, -0.6683, 1.3720], [-1.7024, 2.2236, 1.8741], [0.2305, 0.6851, -0.7371], [-0.4151, -0.4276, 0.7890], [0.1833, -0.2584, -0.0505]], "lowdin_charge": [-0.221, -0.163, -0.327, -0.176, -0.114, -0.311, -0.111, 0.090, 0.101, 0.109, 0.150, 0.166, 0.083, 0.136, 0.119, 0.179, 0.137, 0.153, -0.069, 0.047, 0.022], "e_above_lowest_kcal_mol": 93.4, "smiles": "CNC(CO)CO.O"}